Entry 1:
Density functional theory data (wB97M-V/def2-TZVPD) for a single C6H10 molecule at a distorted geometry.

Values from the calculation:
- relative energy (zero: lowest compared OMol25 entry of this formula, charge and spin) (kcal per mole) = 39.07
- frontier orbital gap (eV) = 9.6
- SMILES string = CC1=CCCC1

Each line ends with the Mulliken charge.
Geometry (Å):
H 0.03344 -1.95591 1.78874  0.2400
C 0.57458 -0.25637 -1.04101  -0.4623
H -2.35651 1.84318 -0.81107  0.2670
C 1.21440 -1.05385 0.02435  -0.6134
H 1.53751 -2.15603 -0.11167  0.3461
H -0.65537 2.61882 -0.65619  0.2389
H 0.00782 -0.91824 -1.81567  0.1909
H 2.25333 -0.52861 0.22221  0.1341
C 0.38171 -0.93761 1.37981  -0.4104
H -0.92816 1.57453 -2.02408  0.3795
C -0.53690 0.38205 -0.27923  0.5002
C -0.63899 0.06572 1.05234  -0.4614
H -1.24309 0.60163 1.84275  0.3153
C -1.12729 1.61633 -0.99652  -1.2543
H 0.92292 -0.50492 2.27749  0.2356
H 1.22310 0.52789 -1.55096  0.3543

Forces on atoms 1 to 2 (eV/Å):
0.15 1.36 -0.86
-2.08 -0.90 -1.79

---

Entry 2:
Density functional theory data (wB97M-V/def2-TZVPD) for a single C6H10 molecule at a distorted geometry.

Values from the calculation:
- relative energy (zero: lowest compared OMol25 entry of this formula, charge and spin) (kcal per mole) = 52.46
- frontier orbital gap (eV) = 10.0
- SMILES string = C=C(C)/C=C/C

Each line ends with the Mulliken charge.
Geometry (Å):
H -0.92541 0.97035 0.79419  0.3023
H 2.75340 0.97054 -0.92104  0.3576
C -1.37824 -1.61303 1.51079  -1.3091
H -1.11085 -2.65590 1.90939  0.3066
H -0.09968 -1.95393 -0.20901  0.2525
C 0.82609 0.67065 -0.51009  0.6190
H 2.54722 0.47169 0.81078  0.2415
C -0.26822 0.20184 0.32818  -0.5256
C 0.17182 1.41731 -1.65640  -1.3354
H -2.37651 -1.85263 1.00909  0.2559
H -0.05365 2.47533 -1.37852  0.2552
C 2.10624 0.68714 -0.20341  -0.8824
H -1.54355 -1.07316 2.34867  0.4297
H -0.84934 1.00995 -1.80091  0.3319
H 0.67920 1.36982 -2.50601  0.4833
C -0.47851 -1.09597 0.47430  0.2170

Forces on atoms 1 to 2 (eV/Å):
0.62 -0.71 0.07
2.31 1.29 -2.18

---

Entry 3:
Density functional theory data (wB97M-V/def2-TZVPD) for a single C6H10 molecule.

Values from the calculation:
- relative energy (zero: lowest compared OMol25 entry of this formula, charge and spin) (kcal per mole) = 31.70
- frontier orbital gap (eV) = 11.0
- SMILES string = C#CCC(C)C

Each line ends with the Mulliken charge.
Geometry (Å):
C -0.82542 0.09316 0.15850  0.5579
H 0.19842 -1.82040 0.08036  0.3143
H 0.15595 0.77381 1.97209  0.3544
H -0.59745 -1.51127 1.63217  0.3629
C 2.65316 0.44071 -0.05284  0.0596
C -0.69002 -1.37999 0.54823  -1.4055
H -0.02017 2.03149 0.75726  0.3332
H 0.20640 -0.18187 -1.73107  0.3166
C 0.21469 0.96745 0.89247  -0.8901
H 3.60320 0.20391 -0.47653  0.3944
C -0.74067 0.22967 -1.36296  -1.4068
H -1.80987 0.45354 0.48617  0.2793
H -1.56422 -1.94721 0.21078  0.3804
H -1.55556 -0.33050 -1.83481  0.3949
H -0.80454 1.27155 -1.69662  0.3413
C 1.57610 0.70593 0.41679  -0.3867

Forces on atoms 1 to 2 (eV/Å):
-0.08 -0.03 0.00
-0.10 0.08 0.10

---

Entry 4:
Density functional theory data (wB97M-V/def2-TZVPD) for a molecular structure, C6H10AgO6 at a distorted geometry.

Values from the calculation:
- relative energy (zero: lowest compared OMol25 entry of this formula, charge and spin) (kcal per mole) = 57.48
- total charge = +1
- frontier orbital gap (eV) = 6.8

Each line ends with the Mulliken charge.
Geometry (Å):
O -1.26223 0.94001 -1.60067  -0.2935
C -1.46313 0.03060 -0.51026  -0.5340
O 1.44653 -0.51219 1.50081  -0.2702
O -1.09132 1.39654 -3.69733  -0.4304
H 0.22518 1.78570 1.99573  0.3494
H -2.02968 1.51648 0.93267  0.3599
H -1.38393 0.02376 1.59818  0.3209
O 1.89581 -2.14496 0.00645  -0.5814
C -1.24046 0.76364 0.79644  -0.7175
Ag 1.49424 -1.71811 4.35543  0.8618
H -0.77346 -0.81464 -0.63641  0.2828
H 2.25084 1.17848 0.70979  0.3028
C 1.32511 0.60576 0.58460  -0.6028
O -1.54397 -0.72386 -3.09282  -0.5431
H -1.17063 1.03875 -4.59107  0.3708
H 2.43202 -3.10848 1.11624  0.4931
O 1.77411 -2.56669 2.00175  -0.6172
H 0.17268 2.34392 0.32418  0.3718
C -1.31580 0.42982 -2.81637  0.6695
H -2.48820 -0.35865 -0.56033  0.4663
C 0.11971 1.44522 0.95565  -0.5661
H 1.27237 0.20182 -0.43129  0.4386
C 1.35421 -1.75291 1.05866  0.8686

Forces on atoms 1 to 2 (eV/Å):
0.25 0.58 0.88
-0.17 -0.31 -0.27

---

Entry 5:
Density functional theory data (wB97M-V/def2-TZVPD) for a molecular structure, C6H10Br2ClNO2S at a distorted geometry.

Values from the calculation:
- relative energy (zero: lowest compared OMol25 entry of this formula, charge and spin) (kcal per mole) = 77.63
- frontier orbital gap (spin up / spin down) (eV) = 5.2 / 7.7

Each line ends with the Mulliken charge.
Geometry (Å):
H -2.61663 -0.05635 -0.11753  0.1763
C 1.15022 0.17268 -1.33625  -0.4885
C 0.17001 1.20319 -1.82702  -0.7167
Br -0.98675 -0.58505 4.22626  0.0367
H 0.45737 -1.59924 -2.24178  0.3708
H -1.61736 2.15458 -1.42935  0.4164
H 1.97577 -0.12157 -2.07513  0.3527
Cl 1.83349 -1.59163 3.67539  -0.0037
Br 1.43114 1.43852 4.20181  0.0127
H 0.71640 2.07972 -1.80540  0.3889
C 0.78803 -0.27663 3.84044  0.1233
H -0.54576 1.72869 0.11026  0.1232
H 0.95591 -1.92726 -0.54913  0.3322
C -1.03832 1.43173 -0.93436  -0.2453
O 0.40643 0.17001 1.39374  -0.3921
S -0.55940 -0.93421 1.20905  0.6243
H 1.80211 0.34321 -0.49383  0.2970
N -0.80906 -0.97700 -0.55655  0.0217
H -0.18925 0.92117 -2.85785  0.3029
H -2.17354 -0.20903 -1.82742  0.4125
C 0.45737 -1.19365 -1.19523  -0.7942
C -1.65268 0.01118 -0.89826  -0.8382
O 0.04448 -2.18306 1.48814  -0.5127

Forces on atoms 1 to 2 (eV/Å):
2.32 0.35 -1.65
2.29 -2.98 -1.55

---

Entry 6:
Density functional theory data (wB97M-V/def2-TZVPD) for a single C6H10BrNO2 molecule at a distorted geometry.

Values from the calculation:
- relative energy (zero: lowest compared OMol25 entry of this formula, charge and spin) (kcal per mole) = 94.16
- frontier orbital gap (eV) = 9.3
- SMILES string = CCC/C(=C(/C)Br)[N+](=O)[O-]

Each line ends with the Mulliken charge.
Geometry (Å):
H -0.95715 0.66209 1.77237  0.4802
H -2.30317 1.11230 0.02961  0.2744
H -1.22577 1.08923 -1.45524  0.2610
H 2.70727 -2.01401 -1.37027  0.4733
Br 2.83319 0.18755 0.35013  -0.1099
C 0.16567 -0.57902 0.41884  0.2376
H -1.81471 2.65016 -1.11807  0.4092
C -1.59512 1.70539 -0.64833  -1.1091
C -0.36244 1.94463 0.29003  -0.3571
H 1.52160 -2.96445 -0.40173  0.3269
H 1.15420 -2.22275 -1.84363  0.3074
H 0.45497 2.44044 -0.20056  0.3584
C 1.40453 -0.90042 -0.06634  0.4038
H -0.92074 2.69737 0.97478  0.2996
C 1.76961 -2.08093 -0.94871  -1.2868
H 0.73922 1.03958 1.90967  0.3697
N -0.89590 -1.53461 0.36872  1.0162
O -1.90169 -1.40625 1.04539  -0.5956
O -0.71131 -2.51803 -0.29863  -0.6588
C -0.06227 0.69174 1.19198  -1.1005

Forces on atoms 1 to 2 (eV/Å):
-0.54 -0.72 0.50
0.21 1.33 -1.57

---

Entry 7:
Density functional theory data (wB97M-V/def2-TZVPD) for a molecular structure, C6H10ClN at a distorted geometry.

Values from the calculation:
- relative energy (zero: lowest compared OMol25 entry of this formula, charge and spin) (kcal per mole) = 65.07
- frontier orbital gap (eV) = 9.4

Each line ends with the Mulliken charge.
Geometry (Å):
H -0.24903 -2.07709 1.28509  0.3262
C 0.48276 -0.24507 1.08121  0.2254
C -0.90664 0.07073 -1.31834  -0.5716
Cl -0.82261 0.12936 3.04973  -0.4552
H 0.23699 1.69805 -1.83887  0.3715
H -1.64738 0.66628 -0.91053  0.3470
H 1.21050 0.23526 -1.63458  0.2670
C 1.69288 0.56441 1.19610  -0.5137
H -0.95306 -2.15322 -0.88830  0.3263
H 1.81337 1.07442 2.04884  0.3012
N -0.01814 -1.40594 0.57547  -0.2683
C 0.38804 0.85167 -1.21769  -0.8450
C 0.59006 1.01807 0.24614  -0.2209
H -0.00701 1.77430 0.51648  0.3879
H -1.17323 0.13377 -2.38986  0.3946
C -1.12927 -1.19195 -0.44933  -0.5987
H -2.11219 -1.22600 -0.07992  0.3125
H 2.60397 0.08297 0.72835  0.2137

Forces on atoms 1 to 2 (eV/Å):
0.21 -0.49 0.09
-2.32 0.71 -0.09

---

Entry 8:
Density functional theory data (wB97M-V/def2-TZVPD) for a single C6H10ClNO2 molecule at a distorted geometry.

Values from the calculation:
- relative energy (zero: lowest compared OMol25 entry of this formula, charge and spin) (kcal per mole) = 43.41
- frontier orbital gap (eV) = 10.7
- SMILES string = CC1=NO[C@@](C)(O)[C@]1(C)Cl

Each line ends with the Mulliken charge.
Geometry (Å):
H -2.26703 -1.58366 0.46464  0.3629
N 0.05622 -1.73178 -1.30498  -0.6280
Cl 0.88943 1.45210 -1.25183  -0.1873
H -1.77992 1.52816 -1.86713  0.4346
O -1.83603 -0.73760 0.68580  -0.5410
C 0.49702 0.72796 1.27116  -1.7001
H -0.15313 1.55273 1.51869  0.3290
C -2.09117 1.09704 -0.92821  -1.4905
C 0.18200 0.19515 -0.07516  1.0077
H -2.16448 1.98469 -0.28058  0.3149
H 0.27992 -0.18125 1.88068  0.3427
H 2.78906 -0.63458 -0.34781  0.3747
C -1.25380 -0.10252 -0.45418  0.9083
H 2.61727 -2.38377 -0.48482  0.3931
H 1.52104 0.91159 1.33706  0.4896
C 2.17838 -1.49775 -0.10759  -1.3605
H 2.34154 -1.32182 1.02605  0.2743
C 0.81511 -1.11735 -0.54814  0.5819
H -3.18380 0.78952 -1.16822  0.3247
O -1.11582 -1.02826 -1.48128  -0.2309

Forces on atoms 1 to 2 (eV/Å):
0.33 0.65 -0.35
-0.31 -2.01 -1.50

---

Entry 9:
Density functional theory data (wB97M-V/def2-TZVPD) for a single C6H10ClNO2 molecule at a distorted geometry.

Values from the calculation:
- relative energy (zero: lowest compared OMol25 entry of this formula, charge and spin) (kcal per mole) = 20.49
- frontier orbital gap (eV) = 9.9
- SMILES string = CN1[C@H](Cl)CC[C@@H]1C(=O)O

Each line ends with the Mulliken charge.
Geometry (Å):
O 3.05272 0.48134 0.15775  -0.5890
Cl -1.67943 1.93919 0.35820  -0.3693
H -1.89220 -1.71563 0.97308  0.2915
N -0.19829 -0.14247 -0.70882  0.1345
H 1.51495 -1.42427 -0.30056  0.2500
C -1.35710 -0.72781 1.15929  -0.2986
C -1.35594 0.00212 -0.08136  -0.3657
C 0.90876 -0.51007 0.17128  0.0592
O 1.36709 1.89459 0.17153  -0.4366
C 1.87259 0.68509 0.16951  0.4355
C 0.07222 0.09255 -2.08556  -1.0296
H 0.07567 1.15066 -2.32449  0.3376
H -2.31728 0.00277 -0.87502  0.3306
H -0.47759 -0.54697 -2.79674  0.3764
H 0.42269 -0.10726 2.33520  0.3297
H -1.89786 -0.11479 1.99818  0.2563
H 0.31431 1.92292 0.45067  0.3150
C 0.12572 -0.78903 1.48701  -0.6371
H 1.14071 -0.32555 -2.19910  0.3121
H 0.30826 -1.76739 1.93994  0.2973

Forces on atoms 1 to 2 (eV/Å):
0.68 0.08 -0.21
0.04 0.68 0.39

---

Entry 10:
Density functional theory data (wB97M-V/def2-TZVPD) for a molecular structure, C6H10CrN6O5S3Se.

Values from the calculation:
- expectation value of S² = 0.762
- 2S+1 = 2
- total charge = -1
- frontier orbital gap (spin up / spin down) (eV) = 7.5 / 7.7

Each line ends with the Mulliken charge.
Geometry (Å):
O 2.35969 1.04977 0.60257  -0.5638
H 0.97784 1.75101 -3.15414  0.2426
C -0.61040 -1.94491 -1.84276  0.1416
C -1.28053 -3.26397 -2.06695  -0.4359
N -0.42953 -1.43200 -0.69267  -0.5127
H 1.02508 2.08378 -1.46017  0.2940
N 2.57335 1.94385 2.68329  -0.2248
Cr 0.49788 0.73275 1.05844  0.0866
H -3.27599 -4.11186 -2.15648  0.3348
H -0.95257 -3.92323 -1.26223  0.2429
H 2.96518 2.73785 3.16358  0.2590
H -3.16584 -2.47832 -2.83310  0.3076
N -0.56994 -3.70093 1.59571  -0.6492
S -1.75455 1.10478 1.58062  -0.3384
C 3.12842 1.72671 1.41008  0.6855
C -0.00309 -2.73303 1.87686  0.3094
H 0.67554 2.67607 2.70977  0.3459
C -2.80701 -3.13386 -2.03612  -1.0334
H -0.94894 -3.68544 -3.01655  0.3429
N 0.16635 -0.19560 -0.71749  0.9106
O 0.05650 2.52732 0.12090  -0.5380
N 1.17559 1.78727 2.78713  -0.2986
O 4.24422 2.15033 1.17599  -0.7019
S -0.05140 -0.90187 -3.14746  -0.2668
O -0.84852 3.78397 1.98492  -0.7455
C 0.42160 0.23574 -1.93622  0.1510
O -2.19392 3.50324 -0.03377  -0.6642
H -3.11880 -2.71603 -1.07916  0.3045
Se 0.99004 -1.27250 2.37632  -0.0804
S -1.20876 2.93987 0.85017  1.1392
H 0.95029 1.35490 3.67316  0.2853
N 1.01224 1.40434 -2.21423  -0.3296

Forces on atoms 1 to 2 (eV/Å):
-0.34 0.29 0.25
-0.01 0.01 -0.02

---

Entry 11:
Density functional theory data (wB97M-V/def2-TZVPD) for a single C6H10F10N2O2S2 molecule.

Values from the calculation:
- frontier orbital gap (eV) = 10.0
- SMILES string = CCNN(CCC(F)(F)C(F)(F)S(F)(F)(F)(F)F)S(=O)(=O)F

Each line ends with the Mulliken charge.
Geometry (Å):
F -1.24621 3.28121 -2.01709  -0.3164
H -2.04706 -0.68095 1.76420  0.3363
C -1.46613 -0.23165 0.95828  -0.6363
C -1.59935 2.35252 0.31838  0.4859
N 1.09648 -1.83543 0.32095  -0.6726
F -0.79928 1.11879 -1.71208  -0.2903
H 0.62674 -1.88287 1.21523  0.3077
F 0.23504 3.82770 -0.43649  -0.3281
H 2.18416 -0.04120 0.09613  0.1208
O -0.60981 -1.42355 -2.98064  -0.5484
H 3.10737 -1.51456 -0.17506  0.3128
F -3.08091 0.71141 -0.52677  -0.2925
F 1.71686 -1.60692 -2.42760  -0.2397
H -0.53171 0.10466 1.40839  0.3789
H 3.75540 -0.58376 2.00313  0.4105
S -0.29613 2.47091 -1.05695  1.3723
F -3.14625 1.25891 1.57840  -0.3364
H 2.08008 -0.54200 2.54478  0.3239
C 2.33923 -1.06108 0.45263  0.0419
H 2.89372 -2.09789 2.26515  0.3646
C -1.20788 -1.31247 -0.09533  -1.5053
F 0.70024 1.64242 -0.11928  -0.3157
S 0.26383 -2.07489 -2.07634  1.1085
C -2.30228 0.97422 0.54411  0.8362
N 0.17107 -1.27012 -0.61694  0.7082
O 0.32402 -3.48355 -1.96011  -0.5901
C 2.78750 -1.07373 1.90364  -1.3831
F 0.84090 2.54707 -2.13395  -0.2896
F -0.97171 2.67229 1.46995  -0.2609
H -1.37764 -2.29639 0.35648  0.4682
F -2.54828 3.26703 0.06887  -0.2719
H -1.89203 -1.21610 -0.93408  0.7008

Forces on atoms 1 to 2 (eV/Å):
-0.11 -0.02 0.03
-0.01 0.02 0.00

---

Entry 12:
Density functional theory data (wB97M-V/def2-TZVPD) for 2 unconnected molecules or ions with the total composition C6H10F4P at a distorted geometry.

Values from the calculation:
- relative energy (zero: lowest compared OMol25 entry of this formula, charge and spin) (kcal per mole) = 97.21
- total charge = +1
- frontier orbital gap (eV) = 5.0

Each line ends with the Mulliken charge.
Geometry (Å):
C -0.98922 -0.57595 -1.17559  0.0013
H -0.48969 0.39786 -1.42028  -0.2659
C 2.14958 -0.91273 1.66346  -0.9215
C -2.55030 0.50049 0.42037  0.4151
F -3.19994 -1.45333 -0.67645  -0.2701
P 0.77963 -0.02256 0.89688  0.5868
H 0.92199 3.19307 -0.51054  0.3265
H 0.78023 2.04128 -2.10025  0.3321
F -0.32944 -0.22295 2.06549  -0.3080
F -1.73155 1.56750 0.61926  -0.2011
H 3.13740 -0.32771 1.79586  0.3240
C 0.09075 -1.23764 -0.33797  -0.7903
C 1.36559 2.52026 -1.29344  -0.4496
H -0.35143 -2.06577 0.28258  0.4044
H 2.03157 -1.53474 2.62265  0.3283
H 0.98589 -1.40503 -0.96302  0.4677
H 2.30732 2.25128 -1.15746  0.3868
H -1.23242 -1.27345 -2.05891  0.3805
C -2.23647 -0.49365 -0.43015  0.1745
F -3.76309 0.75587 0.87131  -0.2130
H 2.32359 -1.70209 0.88620  0.2916

Forces on atoms 1 to 2 (eV/Å):
0.93 -1.45 -1.14
-1.31 -0.51 -0.54